1.
Computed, not measured: the molecule C2H2N2OS, with ωB97M-V/def2-TZVPD.

```
! RIJCOSX wB97M-V def2-TZVPD def2/J DEFGRID3
* xyz 0 1
N -2.180 -1.466 0.279
O -1.229 1.608 -0.099
H 1.647 -1.324 0.780
C -1.375 -0.672 0.092
N 0.734 0.538 -0.216
H 1.132 1.467 -0.334
S 1.891 -0.712 -0.394
C -0.620 0.561 -0.107
*
```

**Structure (SMILES)**: N#CC(=O)NS
**Relative energy (zero: lowest compared OMol25 entry of this formula, charge and spin)**: 18.7 kcal/mol

2.
Computed, not measured: the molecule C2H2N2OS in a non-equilibrium geometry, with ωB97M-V/def2-TZVPD.

```
! RIJCOSX wB97M-V def2-TZVPD def2/J DEFGRID3
* xyz 0 1
C 0.700 -0.337 0.011
H 1.105 -0.799 -0.897
C -0.800 -0.373 0.008
H 1.154 -0.810 0.890
N -0.147 1.753 -0.010
N -1.162 1.091 -0.005
S -1.854 -1.575 -0.003
O 1.004 1.052 0.006
*
```

**Structure (SMILES)**: S=C1CON=N1
**Relative energy (zero: lowest compared OMol25 entry of this formula, charge and spin)**: 59.3 kcal/mol

3.
Computed, not measured: the molecule C2H2N2OS in a non-equilibrium geometry, with ωB97M-V/def2-TZVPD.

```
! RIJCOSX wB97M-V def2-TZVPD def2/J DEFGRID3
* xyz 0 1
N -1.930 0.006 0.244
N 0.813 -0.760 0.503
O 1.459 1.064 -0.622
S -0.248 -1.892 1.098
C -1.035 0.659 -0.303
H -1.371 1.397 -0.967
C 0.527 0.418 -0.174
H 1.784 -0.893 0.220
*
```

**Relative energy (zero: lowest compared OMol25 entry of this formula, charge and spin)**: 69.9 kcal/mol

4.
Computed, not measured: a cluster of 2 separate species, C2H2N2OS in total in a non-equilibrium geometry, with ωB97M-V/def2-TZVPD.

```
! RIJCOSX wB97M-V def2-TZVPD def2/J DEFGRID3
* xyz 0 1
N -2.938 0.004 0.070
S 0.148 1.903 -0.118
C -0.321 0.358 -0.348
H 2.142 0.611 0.460
N 0.536 -0.714 -0.468
H 0.247 -1.746 0.491
C -1.787 -0.025 -0.155
O 1.973 -0.391 0.069
*
```

**Relative energy (zero: lowest compared OMol25 entry of this formula, charge and spin)**: 118.5 kcal/mol

5.
Computed, not measured: the molecule C2H2N2OS2 in a non-equilibrium geometry, with ωB97M-V/def2-TZVPD.

```
! RIJCOSX wB97M-V def2-TZVPD def2/J DEFGRID3
* xyz 0 3
C 1.463 -1.102 0.417
N 1.006 -0.072 1.053
C -0.026 0.350 0.398
S -1.990 1.883 -0.964
H 2.531 -1.470 0.592
N 0.894 -1.358 -0.712
H -2.566 0.703 -0.759
S -1.170 1.588 0.845
O -0.143 -0.523 -0.870
*
```

**Relative energy (zero: lowest compared OMol25 entry of this formula, charge and spin)**: 58.1 kcal/mol
**<S²>**: 2.008

6.
Computed, not measured: the molecule C2H2N2OS3 in a non-equilibrium geometry, with ωB97M-V/def2-TZVPD.

```
! RIJCOSX wB97M-V def2-TZVPD def2/J DEFGRID3
* xyz 0 1
N 0.523 -0.211 0.778
S 0.381 2.221 -2.247
O 0.650 1.159 0.325
H -1.437 -2.505 -1.332
H 1.802 -0.751 2.798
S -1.390 -2.213 0.243
C -0.386 -0.858 -0.117
C 0.257 1.054 -1.100
N -0.311 -0.241 -1.349
S 0.617 -0.261 2.456
*
```

**Structure (SMILES)**: S=c1nc(S)n(S)o1
**Relative energy (zero: lowest compared OMol25 entry of this formula, charge and spin)**: 80.4 kcal/mol